# C18H36N3O5

3 unconnected molecules or ions with the total composition C18H36N3O5 in a non-equilibrium geometry (the ωB97M-V functional and the def2-TZVPD basis, OMol25).

CARTESIAN COORDINATES (ANGSTROEM)
C 1.52 2.04 -3.51
C 1.86 0.40 -3.54
C 0.88 -0.28 -2.45
C -0.03 -1.62 -2.87
N -0.82 -1.68 -1.54
C -0.08 -1.25 -0.43
C -0.65 -1.14 1.10
C -2.20 -0.51 1.00
O -3.23 -1.20 0.43
O -2.58 0.81 1.57
C 1.42 -0.91 -1.05
C 2.55 -0.17 -0.14
C 3.77 -1.29 0.09
C 3.28 -2.55 1.04
C 3.47 -4.03 0.32
O 2.18 -4.58 -0.22
H 0.46 2.23 -4.02
H 2.37 2.67 -4.04
H 1.39 2.36 -2.36
H 2.99 0.27 -3.26
H 1.58 0.04 -4.62
H 0.12 0.55 -2.09
H -0.82 -1.32 -3.68
H 0.64 -2.58 -3.08
H -1.81 -2.01 -1.60
H -0.62 -2.13 1.72
H -0.02 -0.27 1.64
H -1.82 1.22 2.08
H 1.83 -1.99 -1.35
H 2.14 0.25 0.88
H 3.03 0.68 -0.81
H 4.14 -1.73 -0.94
H 4.69 -0.78 0.60
H 2.19 -2.42 1.48
H 4.02 -2.56 1.97
H 4.28 -4.04 -0.54
H 3.83 -4.85 1.11
H 1.43 -4.00 0.09
C -1.38 6.11 -3.51
C -1.10 4.68 -3.12
O 0.03 4.28 -2.89
N -2.16 3.82 -3.03
C -3.56 4.10 -3.26
H -0.44 6.67 -3.55
H -1.84 6.14 -4.51
H -2.04 6.57 -2.78
H -1.90 2.88 -2.76
H -4.11 3.88 -2.34
H -3.91 3.45 -4.06
H -3.74 5.14 -3.54
C -2.11 -0.12 6.02
C -1.31 -0.98 5.10
O -0.68 -0.52 4.14
N -1.28 -2.33 5.34
C -1.94 -3.06 6.39
H -2.04 0.93 5.71
H -3.16 -0.41 5.99
H -1.72 -0.20 7.04
H -0.72 -2.84 4.67
H -1.17 -3.58 6.97
H -2.60 -3.79 5.93
H -2.51 -2.41 7.05

The value obtained for the HOMO-LUMO gap is 7.315 eV. For the HOMO energy, the calculation gives -11.621 eV. As for the net charge: +1. The calculation puts the energy above the lowest of the compared OMol25 structures with the same formula, charge and spin at 3.377 eV. Its largest force on an atom is 0.178 Eh/bohr. As for the total energy: -33945.25913 eV. The calculation puts the molar mass at 374.502 g/mol.

---

# C18H36NO4

5 unconnected molecules or ions with the total composition C18H36NO4 in a non-equilibrium geometry (the ωB97M-V functional and the def2-TZVPD basis, OMol25).

CARTESIAN COORDINATES (ANGSTROEM)
C -0.51 0.89 1.22
C 0.00 0.42 2.47
N 0.33 -0.41 3.73
H -1.11 1.04 0.20
H 0.30 -1.44 3.49
H 1.28 -0.16 4.07
H -0.36 -0.25 4.51
C 3.29 2.21 0.48
C 2.69 3.08 1.55
C 3.51 4.34 1.43
O 3.91 4.45 0.06
C 3.62 3.21 -0.60
H 2.63 1.41 0.14
H 4.22 1.75 0.86
H 1.64 3.29 1.31
H 2.72 2.64 2.55
H 4.42 4.28 2.04
H 2.96 5.24 1.73
H 2.76 3.38 -1.26
H 4.48 2.91 -1.21
C -1.37 3.83 4.88
C -2.83 3.58 5.15
C -2.90 2.06 5.15
O -1.62 1.59 5.62
C -0.71 2.70 5.64
H -1.03 4.81 5.21
H -1.16 3.73 3.81
H -3.10 3.96 6.14
H -3.50 4.03 4.41
H -3.04 1.67 4.14
H -3.69 1.68 5.80
H -0.54 2.97 6.69
H 0.24 2.39 5.20
C -1.47 -3.09 -1.60
C -2.79 -2.84 -2.28
C -3.03 -1.38 -1.98
O -1.74 -0.76 -1.89
C -0.74 -1.78 -1.83
H -0.93 -3.95 -1.99
H -1.63 -3.24 -0.53
H -2.68 -2.99 -3.36
H -3.60 -3.49 -1.93
H -3.54 -1.25 -1.02
H -3.62 -0.88 -2.76
H -0.22 -1.79 -2.79
H -0.02 -1.56 -1.04
C 1.62 -3.59 -5.57
C 1.07 -4.99 -5.65
C -0.30 -4.83 -5.02
O -0.73 -3.49 -5.31
C 0.38 -2.75 -5.82
H 2.42 -3.39 -6.29
H 2.00 -3.39 -4.56
H 0.97 -5.29 -6.70
H 1.69 -5.73 -5.14
H -0.26 -4.94 -3.94
H -1.03 -5.54 -5.42
H 0.22 -2.59 -6.89
H 0.43 -1.77 -5.33

The value obtained for the HOMO-LUMO gap is 6.647 eV. For the HOMO energy, the calculation gives -11.280 eV. As for the net charge: +1. Its largest force on an atom is 0.218 Eh/bohr. As for the total energy: -28916.09759 eV. The calculation puts the molar mass at 330.489 g/mol.

---

# C18H36O7P2

A single C18H36O7P2 molecule (the ωB97M-V functional and the def2-TZVPD basis, OMol25).

CARTESIAN COORDINATES (ANGSTROEM)
C 5.12 -2.81 1.20
O 4.62 -3.11 -0.09
C 3.41 -3.84 -0.15
C 2.30 -3.11 -0.94
C 2.79 -1.95 -1.80
C 3.23 -0.66 -1.07
C 2.54 -0.34 0.26
C 2.37 1.16 0.51
C 2.28 1.51 2.00
C 1.73 2.89 2.32
C 0.25 3.06 1.94
C 0.02 3.76 0.59
C -1.34 3.48 -0.06
C -1.46 2.01 -0.47
C -2.75 1.57 -1.16
O -2.64 0.13 -1.30
C -3.77 -0.63 -1.36
O -4.47 -0.67 -2.33
C -3.97 -1.50 -0.14
C -3.47 -2.92 -0.42
C -3.22 -3.75 0.82
O -2.34 -4.55 0.91
O -4.05 -3.52 1.87
P -2.75 2.31 -2.88
O -1.39 2.50 -3.42
P -4.23 2.16 -0.21
O -4.51 3.61 -0.36
H 4.32 -2.77 1.94
H 5.60 -1.83 1.16
H 5.87 -3.55 1.51
H 3.62 -4.81 -0.62
H 3.06 -4.07 0.86
H 1.85 -3.85 -1.61
H 1.51 -2.80 -0.26
H 2.01 -1.70 -2.53
H 3.64 -2.31 -2.38
H 4.30 -0.72 -0.90
H 3.07 0.19 -1.75
H 1.55 -0.80 0.30
H 3.15 -0.74 1.08
H 1.47 1.50 0.00
H 3.21 1.70 0.06
H 1.68 0.74 2.51
H 3.29 1.43 2.42
H 1.83 3.04 3.40
H 2.33 3.66 1.82
H -0.21 2.07 1.96
H -0.26 3.65 2.71
H 0.82 3.55 -0.12
H 0.07 4.84 0.78
H -1.43 4.10 -0.96
H -2.13 3.78 0.64
H -0.65 1.79 -1.17
H -1.34 1.35 0.39
H -5.05 -1.48 0.07
H -3.45 -1.08 0.72
H -4.23 -3.46 -1.00
H -2.54 -2.91 -0.99
H -4.93 -3.24 1.57
H -3.52 3.48 -2.77
H -3.57 1.42 -3.60
H -5.29 1.34 -0.64
H -3.95 1.73 1.10

The value obtained for the HOMO-LUMO gap is 9.378 eV. For the HOMO energy, the calculation gives -9.475 eV. The SMILES is COCCCCCCCCCCCCC(OC(=O)CCC(=O)O)([PH2]=O)[PH2]=O. Its largest force on an atom is 0.015 Eh/bohr. As for the total energy: -52159.48316 eV. The calculation puts the molar mass at 426.427 g/mol.

---

no.,LUMO (eV)
1,-4.3
2,-4.6
3,-0.1